{"formula": "C2HNO4S", "method": "wB97M-V/def2-TZVPD", "gap_ev": [4.9, 4.9], "lumo_ev": [5.314, 5.318], "de_lowest_ev": 2.467, "spin_multiplicity": 1, "homo_energy_ev": [0.428, 0.423], "mol_weight_g_mol": 135.10, "charge": -2, "elements": ["C", "C", "N", "O", "O", "O", "O", "S", "H"], "xyz": [[-1.28488, -0.73544, -1.54490], [1.24724, -0.90144, 0.45054], [-0.13406, 3.29616, 1.88795], [-1.85566, -1.74637, -1.33630], [1.66535, -0.67288, 1.55270], [-1.01085, 0.00124, -2.42472], [1.65666, -1.58997, -0.47168], [-0.32437, 0.12791, 0.17362], [0.04057, 2.22079, 1.71279]], "forces_ev_per_angstrom": [[1.7, 1.1, 2.0], [-1.5, 0.4, -1.7], [0.3, -1.9, -0.2], [-1.6, -2.4, 0.7], [1.6, 0.3, 3.1], [0.2, 1.8, -3.0], [0.3, -0.7, -0.8], [-0.7, -0.3, -0.1], [-0.4, 1.7, 0.1]], "mulliken_charge": [0.57, 0.56, -0.35, -0.57, -0.64, -0.54, -0.68, -0.60, 0.24]}

{"formula": "C4H5NO2S", "method": "wB97M-V/def2-TZVPD", "gap_ev": [7.5, 6.2], "lumo_ev": [-1.846, -2.852], "de_lowest_ev": 6.155, "spin_multiplicity": 1, "homo_energy_ev": [-9.373, -9.089], "mol_weight_g_mol": 131.16, "elements": ["C", "C", "C", "C", "N", "O", "O", "S", "H", "H", "H", "H", "H"], "xyz": [[0.88866, -0.01604, -0.10592], [-0.00392, -1.05707, -0.06262], [2.26998, 0.22408, 0.11556], [-1.41393, -0.52381, 0.03413], [3.12736, -0.85937, -0.14210], [2.71487, 1.36572, 0.17968], [4.42701, -0.58632, -0.07001], [0.03678, -2.77154, 0.07719], [0.52670, 0.91007, -0.29472], [-2.13864, -1.31996, 0.48411], [-1.64361, -0.02516, -0.98124], [-1.50929, 0.26057, 0.67466], [4.48788, 0.29688, 0.46106]], "forces_ev_per_angstrom": [[0.8, -2.4, 0.5], [-1.4, -1.1, 1.1], [2.6, -0.2, -1.3], [-1.5, -2.1, -2.3], [0.3, -1.1, 0.0], [0.1, -0.1, 0.8], [-1.2, 1.8, 1.5], [1.2, 1.2, -0.2], [-1.9, 2.7, -0.4], [1.1, 1.4, -1.7], [-0.4, -1.3, 1.3], [0.2, 2.4, 2.1], [0.0, -1.1, -1.3]], "mulliken_charge": [0.01, 0.33, 0.14, -1.13, -0.13, -0.63, -0.25, -0.13, 0.41, 0.32, 0.29, 0.39, 0.38]}

{"formula": "C17H21BrCl31FNO2S", "method": "wB97M-V/def2-TZVPD", "gap_ev": 6.4, "lumo_ev": 1.520, "spin_multiplicity": 1, "homo_energy_ev": -4.909, "mol_weight_g_mol": 1501.37, "charge": -1, "elements": ["C", "C", "C", "Cl", "C", "Br", "C", "O", "O", "N", "S", "C", "C", "F", "H", "H", "H", "H", "H", "H", "H", "H", "H", "H", "H", "C", "Cl", "Cl", "Cl", "H", "C", "Cl", "Cl", "Cl", "H", "C", "Cl", "Cl", "Cl", "H", "C", "Cl", "Cl", "Cl", "H", "C", "Cl", "Cl", "Cl", "H", "C", "Cl", "Cl", "Cl", "H", "C", "Cl", "Cl", "Cl", "H", "C", "Cl", "Cl", "Cl", "H", "C", "Cl", "Cl", "Cl", "H", "C", "Cl", "Cl", "Cl", "H"], "xyz": [[-3.55001, -0.59656, -1.45519], [-2.83388, -0.46580, -2.80632], [-1.36555, -0.02701, -2.81917], [-1.01313, 1.27227, -1.65554], [-0.32081, -1.18384, -2.74440], [-0.39077, -1.95616, -4.55426], [1.12926, -0.55282, -2.60512], [1.85017, -1.00585, -1.71201], [1.35227, 0.35121, -3.42730], [-0.70531, -2.18898, -1.75532], [-0.55072, -1.56500, -0.12675], [-0.15332, -3.53646, -1.87697], [-1.06622, -4.50561, -2.62605], [1.11408, -3.61368, -2.43608], [-4.51235, -0.09006, -1.47893], [-3.75348, -1.64768, -1.24755], [-2.96227, -0.23147, -0.62298], [-3.37270, 0.28013, -3.39038], [-2.88219, -1.40047, -3.35922], [-1.17709, 0.41219, -3.78992], [-1.06807, -2.63000, 0.49963], [-0.04780, -3.91316, -0.86232], [-2.10302, -4.19998, -2.54356], [-0.77311, -4.52868, -3.67169], [-0.91127, -5.50947, -2.23448], [2.02303, 3.95462, -0.45196], [1.81882, 3.24986, -2.04027], [2.56236, 5.64341, -0.54563], [0.51705, 3.82402, 0.46091], [2.78275, 3.39310, 0.07421], [4.13801, 3.68938, -5.02626], [4.51846, 5.37534, -4.63137], [3.30251, 3.60135, -6.57551], [5.60126, 2.71107, -5.04223], [3.47866, 3.30435, -4.26067], [-2.17573, -4.38663, 3.44802], [-2.32025, -4.33051, 1.69215], [-2.91586, -2.96398, 4.18077], [-2.88428, -5.86921, 4.09488], [-1.12283, -4.38260, 3.69535], [-3.12216, -3.20040, -7.38670], [-3.20084, -1.68154, -8.28331], [-1.46192, -3.79392, -7.30705], [-3.83405, -3.02318, -5.78682], [-3.70617, -3.93392, -7.92429], [-2.84353, 3.72057, 3.27354], [-3.78623, 2.34124, 3.84956], [-1.40060, 3.95496, 4.26203], [-2.39886, 3.51965, 1.58472], [-3.45970, 4.60456, 3.36079], [3.31970, -3.49440, -0.08724], [5.00931, -3.99295, 0.12279], [2.24961, -4.89603, 0.09771], [2.88458, -2.22516, 1.02838], [3.19557, -3.10401, -1.09172], [1.88446, 4.55982, 6.70024], [1.77424, 4.35432, 4.95519], [1.22661, 6.12192, 7.19128], [1.06243, 3.24191, 7.53775], [2.92866, 4.53537, 6.97761], [-2.71534, -8.98769, 6.92097], [-2.46492, -7.38599, 7.61169], [-3.56811, -8.88605, 5.38021], [-1.18207, -9.83909, 6.73418], [-3.33097, -9.55431, 7.60535], [2.57095, 7.25983, -7.31921], [2.28789, 6.72073, -8.97609], [3.21205, 8.90675, -7.29643], [1.10046, 7.14486, -6.35963], [3.31056, 6.60435, -6.87707], [3.04946, 5.25148, 11.22704], [3.90694, 6.71278, 11.71864], [1.33088, 5.56909, 11.01609], [3.75340, 4.57626, 9.75643], [3.16103, 4.51758, 12.01286]], "forces_ev_per_angstrom": [[0.0, -0.6, -0.2], [-0.1, 0.5, 0.3], [0.0, -0.7, -0.6], [-0.2, 0.3, 0.3], [-0.3, 0.7, 0.5], [-0.1, -0.1, 0.0], [0.3, 0.2, -0.5], [0.1, -0.3, 0.4], [-0.1, 0.1, -0.2], [0.4, -0.6, -0.2], [0.4, 0.3, 0.3], [-0.6, -0.2, 0.3], [0.6, 0.1, -0.4], [0.0, 0.1, -0.1], [0.0, 0.1, 0.1], [0.0, -0.1, 0.1], [0.0, 0.2, 0.0], [0.0, 0.0, -0.1], [0.0, -0.1, -0.1], [0.2, 0.3, 0.1], [-0.3, 0.1, -0.4], [0.1, 0.1, 0.1], [-0.1, 0.0, 0.1], [-0.2, 0.0, -0.1], [-0.1, -0.1, 0.1], [-0.1, -0.1, -0.2], [0.1, -0.1, 0.0], [0.0, 0.0, 0.0], [0.2, 0.1, 0.1], [0.0, 0.0, 0.0], [0.0, 0.0, 0.0], [0.0, 0.0, 0.1], [0.0, 0.0, 0.0], [0.0, 0.0, 0.0], [0.0, 0.0, 0.1], [0.0, 0.0, -0.1], [-0.1, -0.2, 0.1], [0.0, 0.0, 0.0], [0.1, 0.1, 0.0], [0.0, 0.0, 0.0], [0.0, 0.0, 0.0], [0.0, 0.0, 0.0], [-0.1, 0.0, 0.0], [0.0, 0.0, 0.0], [0.0, 0.0, 0.0], [0.1, 0.0, 0.0], [0.0, 0.0, 0.0], [-0.1, 0.0, 0.0], [-0.2, -0.1, 0.0], [0.0, 0.0, 0.0], [-0.1, 0.1, -0.2], [0.0, 0.0, 0.0], [0.1, -0.1, 0.2], [0.1, 0.0, 0.2], [-0.1, 0.0, 0.0], [-0.1, 0.0, -0.1], [0.1, 0.0, 0.0], [0.0, 0.0, 0.0], [0.0, 0.0, 0.0], [0.0, 0.0, 0.0], [0.0, 0.0, 0.0], [0.0, 0.0, 0.0], [0.0, -0.1, 0.0], [0.0, 0.0, 0.0], [0.0, 0.0, 0.0], [0.0, -0.1, 0.0], [0.0, 0.0, 0.0], [0.0, 0.0, 0.0], [0.0, 0.0, 0.0], [0.0, 0.0, 0.0], [-0.1, 0.0, 0.0], [0.0, 0.0, 0.0], [0.0, 0.0, 0.0], [0.1, 0.0, 0.0], [0.0, 0.0, 0.0]], "mulliken_charge": [-1.19, 0.04, -0.54, -0.02, -0.21, -0.11, 0.33, -0.59, -0.79, 0.38, 0.14, 0.36, -1.38, -0.33, 0.33, 0.23, 0.33, 0.52, -0.20, 0.61, -0.13, 0.33, 0.22, 0.36, 0.41, -0.04, -0.05, -0.17, -0.04, 0.28, 0.71, -0.15, -0.13, -0.13, -0.28, -0.02, -0.09, -0.12, -0.07, 0.27, -0.04, -0.14, -0.11, -0.08, 0.35, -0.06, -0.14, -0.06, -0.06, 0.31, 0.29, -0.18, -0.17, -0.10, 0.12, 0.07, -0.09, -0.11, -0.10, 0.22, 0.04, -0.11, -0.11, -0.12, 0.30, 0.44, -0.14, -0.15, -0.11, -0.06, 0.04, -0.13, -0.10, -0.09, 0.29]}

{"formula": "C4H5NO", "method": "wB97M-V/def2-TZVPD", "gap_ev": 10.6, "lumo_ev": 0.927, "de_lowest_ev": 2.659, "spin_multiplicity": 1, "homo_energy_ev": -9.717, "mol_weight_g_mol": 83.09, "smiles": "Cc1ccno1", "elements": ["C", "C", "C", "C", "N", "O", "H", "H", "H", "H", "H"], "xyz": [[0.57483, -1.16274, 1.28667], [-0.01751, -0.32897, 0.16384], [-0.82844, -0.11981, -0.89513], [-0.56044, 1.33881, -1.37254], [0.32314, 1.91894, -0.63699], [0.74956, 1.09384, 0.31546], [0.28658, -0.69089, 2.23311], [0.37683, -2.24059, 1.38126], [1.65824, -1.03587, 1.18884], [-1.57917, -0.70160, -1.44983], [-0.98362, 1.92887, -2.21468]], "forces_ev_per_angstrom": [[-0.1, 0.3, -0.3], [1.3, 3.2, -0.2], [0.5, 2.1, -0.5], [-0.2, -1.4, 0.5], [-0.4, -0.2, -0.4], [-1.5, -3.3, -0.1], [0.0, -0.1, -0.2], [-0.4, 0.5, -0.6], [-0.2, -0.1, 0.1], [0.7, -0.1, 0.8], [0.2, -0.9, 0.7]], "mulliken_charge": [-1.00, 0.48, -0.56, 0.01, -0.28, -0.20, 0.26, 0.34, 0.27, 0.33, 0.35]}